DFT (the ωB97M-V functional and the def2-TZVPD basis) results for a molecular structure, C37H46CrN3O5SSe.

gap between HOMO and LUMO (spin up / spin down)	6.19 / 6.18	eV
charge	+3
HOMO energy (spin up / spin down)	-15.7 / -15.7	eV

CARTESIAN COORDINATES (ANGSTROEM)
1 Se -0.707 -1.304 0.487
2 Cr 0.452 0.792 1.239
3 S -2.941 1.142 10.513
4 O -2.284 -0.062 9.912
5 O -0.983 1.505 0.760
6 O -2.237 2.345 10.418
7 O 1.810 -0.027 0.722
8 O -4.180 0.860 11.083
9 N -0.928 0.160 8.040
10 N 0.010 -0.113 10.191
11 N 0.416 0.611 3.234
12 C -3.129 0.250 -2.582
13 C -1.739 1.189 -0.357
14 C 3.096 -0.950 -1.170
15 C -2.146 3.639 -0.979
16 C 1.877 -2.608 -2.553
17 C -5.062 -1.148 -3.271
18 C 4.376 -0.117 -1.029
19 C -2.881 4.451 -2.046
20 C -0.743 0.711 3.913
21 C 5.575 -1.072 -0.909
22 C 2.999 -1.842 -2.240
23 C 3.068 -4.511 -3.649
24 C 1.961 -0.873 -0.366
25 C 0.596 -4.325 -3.905
26 C -4.485 0.856 -4.637
27 C 0.296 0.138 7.487
28 C -0.806 0.571 5.282
29 C 4.399 0.813 0.187
30 C 1.550 0.224 5.296
31 C -3.905 -0.271 -3.783
32 C 0.356 0.312 6.004
33 C -2.329 2.132 -1.193
34 C 2.071 -2.659 -5.023
35 C 1.233 -0.149 9.657
36 C 0.812 -1.601 -0.677
37 C -0.935 0.011 9.322
38 C -2.970 -1.124 -4.657
39 C 1.893 -3.529 -3.764
40 C -3.026 1.609 -2.284
41 C -2.470 -0.656 -1.744
42 C 1.420 -0.035 8.285
43 C 1.543 0.380 3.925
44 C -1.767 -0.169 -0.671
45 C -0.648 3.976 -1.089
46 C -2.688 4.046 0.399
47 C 0.753 -2.474 -1.735
48 C 4.518 0.748 -2.292
49 H 5.479 -1.715 -0.033
50 H 1.261 -1.933 -5.113
51 H 2.496 0.033 5.779
52 H 6.492 -0.491 -0.806
53 H -2.730 5.512 -1.849
54 H 3.019 -2.121 -5.014
55 H 4.032 -4.003 -3.631
56 H -0.253 3.675 -2.060
57 H 2.465 0.325 3.360
58 H -3.956 4.264 -2.027
59 H 5.685 -1.706 -1.787
60 H -1.633 0.918 3.334
61 H 3.065 -5.183 -4.507
62 H 3.865 -1.935 -2.880
63 H -0.510 5.052 -0.989
64 H -3.705 1.501 -5.045
65 H -2.502 4.246 -3.047
66 H 0.670 -4.975 -4.775
67 H -0.146 -3.044 -1.927
68 H -5.750 -0.564 -2.658
69 H -2.095 -0.551 -4.969
70 H 4.309 0.261 1.125
71 H -0.267 -3.672 -4.062
72 H 2.059 -0.262 10.347
73 H 2.057 -3.296 -5.908
74 H -2.504 -1.719 -1.941
75 H -3.750 3.808 0.480
76 H -3.510 2.310 -2.945
77 H 0.412 -4.963 -3.038
78 H 5.358 1.329 0.205
79 H 4.618 0.142 -3.192
80 H -2.160 3.555 1.217
81 H 5.409 1.370 -2.209
82 H 2.419 -0.068 7.881
83 H 3.655 1.405 -2.418
84 H -1.757 0.657 5.787
85 H -5.024 0.424 -5.478
86 H -4.704 -1.991 -2.678
87 H -5.194 1.468 -4.077
88 H -3.502 -1.440 -5.553
89 H -2.575 5.122 0.530
90 H 2.985 -5.117 -2.745
91 H 3.626 1.583 0.133
92 H -0.051 3.502 -0.306
93 H -2.632 -2.024 -4.140
94 H -5.618 -1.545 -4.119

=====

DFT (the ωB97M-V functional and the def2-TZVPD basis) results for 2 unconnected molecules or ions with the total composition C4H7N2O.

gap between HOMO and LUMO	11.07	eV
charge	+1
relative energy (zero: lowest compared OMol25 entry of this formula, charge and spin)	97.43	kcal/mol
HOMO energy	-15.0	eV

CARTESIAN COORDINATES (ANGSTROEM)
1 O -1.494 -0.412 -0.415
2 N 0.884 0.201 0.113
3 N -3.799 -0.409 -0.071
4 C -2.645 -0.346 -0.248
5 C 0.772 -1.069 0.832
6 C 1.958 1.180 0.023
7 C 0.960 -1.153 -0.449
8 H 0.679 -1.451 1.776
9 H 0.049 0.724 -0.143
10 H 1.678 1.878 -0.930
11 H 2.064 1.840 0.941
12 H 2.879 0.596 -0.255
13 H 0.743 -1.510 -1.365
14 H -4.729 -0.071 0.190

=====

DFT (the ωB97M-V functional and the def2-TZVPD basis) results for 2 unconnected molecules or ions with the total composition C7H11FIN3.

gap between HOMO and LUMO	6.66	eV
relative energy (zero: lowest compared OMol25 entry of this formula, charge and spin)	34.93	kcal/mol
HOMO energy	-7.7	eV

CARTESIAN COORDINATES (ANGSTROEM)
1 I -3.945 -0.452 -0.475
2 F -2.404 2.374 0.668
3 N -0.237 -0.498 0.729
4 N -2.244 0.901 2.321
5 N 0.561 -0.912 -0.239
6 C -1.932 1.157 1.011
7 C -0.769 0.668 0.349
8 C 2.879 -1.823 0.735
9 C -0.453 2.153 -1.805
10 C 0.708 -0.022 -1.241
11 C 1.455 -2.056 0.037
12 C -0.156 0.969 -0.946
13 H -1.994 -0.061 2.569
14 H -3.143 1.203 2.694
15 H 3.173 -0.843 0.178
16 H 1.760 -2.386 -1.010
17 H 3.404 -2.784 0.546
18 H 1.183 -0.308 -2.188
19 H 2.988 -1.683 1.824
20 H 0.990 -2.920 0.545
21 H -1.077 2.903 -1.322
22 H 0.353 2.572 -2.279
23 H -1.098 1.851 -2.701

=====

Number 1: calculated total energy -5821.004621 hartree. Number 2: calculated total energy -340.980988 hartree. Number 3: calculated total energy -835.094613 hartree.